No. 1
106
Properties=species:S:1:pos:R:3:forces:R:3 method="wB97M-V/def2-TZVPD" molar_mass_g_mol=776.1 relative_energy_kcal_mol=0.0 e_homo_ev="-6.92 / -6.92"
Mg 0.31960 0.25748 -1.71176 0.1 0.0 -0.3
C 0.36404 -2.12361 5.03558 -0.1 0.0 0.1
C 1.69316 -2.41259 4.34100 0.0 0.0 0.0
C 2.78985 -1.58974 5.03169 0.0 0.0 0.0
C 2.00417 -3.90758 4.49713 0.0 0.0 0.0
C 1.64870 -2.05390 2.86172 0.0 0.0 -0.1
C 0.56954 -1.50909 2.25269 0.1 -0.1 0.1
C 0.61126 -1.15247 0.86629 -0.1 0.0 0.0
N -0.36191 -0.58770 0.16029 0.0 -0.1 0.2
C -1.64645 -0.33934 0.42794 0.1 0.0 0.0
C -2.43269 -0.87568 1.49713 -0.1 0.0 0.0
C -3.72246 -0.49986 1.67357 0.0 0.0 0.0
C -4.28715 0.45963 0.76130 0.0 0.0 0.1
C -3.64248 0.98722 -0.30733 0.2 -0.1 0.0
C -2.26494 0.56132 -0.54451 -0.1 0.0 -0.2
O -1.62454 0.95964 -1.54783 0.1 -0.1 0.1
C -4.29534 1.97749 -1.26642 0.0 0.0 0.1
C -4.32080 1.39150 -2.68639 -0.1 0.0 -0.1
C -5.74072 2.27194 -0.86086 -0.1 0.0 0.0
C -3.53124 3.31068 -1.25827 0.0 0.0 0.0
C -4.61361 -1.04605 2.78150 0.0 0.0 0.0
C -5.82867 -1.75299 2.16489 0.0 0.0 0.0
C -3.87374 -2.04504 3.66897 0.0 0.0 0.0
C -5.09575 0.11336 3.66442 0.0 0.0 0.0
C 1.86262 -1.30786 0.10042 0.1 0.0 -0.1
O 1.90883 -0.94576 -1.09454 -0.1 0.0 0.0
C 3.00973 -1.90408 0.78151 -0.1 0.0 -0.1
C 2.83717 -2.26094 2.07789 0.0 0.0 0.1
C 4.38245 -2.14723 0.13074 -0.1 0.0 0.0
C 4.55526 -1.60714 -1.29432 0.0 0.0 0.0
C 4.63750 -3.65982 0.09013 0.0 -0.1 0.0
C 5.46143 -1.47563 0.99397 0.1 0.0 0.0
H 0.43818 -2.39973 6.08878 0.0 0.0 0.0
H -0.45627 -2.69808 4.59935 0.0 0.0 0.0
H 0.09925 -1.06555 4.98939 0.0 0.0 0.0
H 2.83477 -1.83954 6.09391 0.0 0.0 0.0
H 2.59183 -0.52053 4.93944 0.0 0.0 0.0
H 3.77482 -1.78215 4.60483 0.0 0.0 0.0
H 2.03043 -4.17686 5.55493 0.0 0.0 0.0
H 2.97057 -4.17089 4.06620 0.0 0.0 0.0
H 1.24191 -4.51697 4.00830 0.0 0.0 0.0
H -0.30840 -1.27406 2.82663 0.0 0.0 0.0
H -2.00754 -1.63908 2.12459 0.0 0.0 0.0
H -5.30995 0.76144 0.94187 0.0 0.0 0.0
H -4.87480 0.44930 -2.70136 0.0 0.0 0.0
H -3.31815 1.21268 -3.06594 0.0 0.0 0.0
H -4.83098 2.08791 -3.35619 0.0 0.0 0.0
H -6.36778 1.37769 -0.88436 0.0 0.0 0.0
H -6.16562 2.98965 -1.56432 0.0 0.0 0.0
H -5.80668 2.70955 0.13739 0.0 0.0 0.0
H -2.50342 3.19483 -1.58900 0.1 -0.1 0.0
H -3.52354 3.74140 -0.25440 0.0 0.0 0.0
H -4.03467 4.01874 -1.92086 0.0 0.0 0.0
H -5.51314 -2.58549 1.53329 0.0 0.0 0.0
H -6.42590 -1.07624 1.55325 0.0 0.0 0.0
H -6.47567 -2.14729 2.95128 0.0 0.0 0.0
H -3.52255 -2.91097 3.10448 0.0 0.0 0.0
H -4.54866 -2.40802 4.44585 0.0 0.0 0.0
H -3.01430 -1.58891 4.16474 0.0 0.0 0.0
H -5.67959 0.84205 3.10178 0.0 0.0 0.0
H -4.25180 0.63747 4.11596 0.0 0.0 0.0
H -5.72945 -0.26922 4.46735 0.0 0.0 0.0
H 3.68072 -2.71288 2.58708 0.0 0.0 0.0
H 3.88797 -2.08672 -2.00535 0.0 0.0 0.0
H 5.58757 -1.80720 -1.59445 0.0 0.0 0.0
H 4.38039 -0.53505 -1.35612 0.0 0.0 0.0
H 3.88265 -4.16337 -0.51655 0.0 0.0 0.0
H 4.61786 -4.10230 1.08750 0.0 0.0 0.0
H 5.61628 -3.86272 -0.35003 0.0 0.0 0.0
H 5.29275 -0.39960 1.05662 0.0 0.0 0.0
H 6.44358 -1.63907 0.54506 0.0 0.0 0.0
H 5.49344 -1.87125 2.00975 0.0 0.0 0.0
C 2.29612 2.16180 -5.64891 0.0 0.0 0.0
N 1.61897 0.89182 -5.88424 0.0 0.0 0.0
C 0.91973 0.84378 -7.16372 0.0 0.0 -0.1
C 1.00247 0.34230 -4.77188 0.0 0.0 0.0
N 0.95322 0.86018 -3.61757 0.0 0.0 -0.1
N 0.45846 -0.92223 -5.02642 0.0 0.0 0.0
C -0.22326 -1.74401 -4.14511 0.1 0.1 -0.1
N -0.57613 -2.93908 -4.74923 0.0 -0.1 0.0
N -0.45331 -1.44178 -2.92788 0.0 0.0 0.0
H 2.89612 2.39304 -6.52648 0.0 0.0 0.0
H 2.95205 2.09183 -4.78414 0.0 0.0 0.0
H 1.59217 2.98163 -5.46823 0.0 0.0 0.0
H 1.58097 1.25364 -7.92463 0.0 0.0 0.0
H -0.00414 1.43347 -7.15533 0.0 0.0 0.0
H 0.67683 -0.17187 -7.46900 0.0 0.0 0.0
H 1.34440 1.80734 -3.52664 -0.1 0.0 0.1
H 0.84719 -1.39138 -5.82574 0.0 0.0 0.0
H -0.84141 -2.88935 -5.72012 0.0 0.0 0.0
H -1.18908 -3.52502 -4.20674 0.0 0.0 0.0
H -1.01639 -2.15656 -2.47810 0.0 0.0 0.1
Br 3.92904 7.63303 -0.12262 0.0 0.1 0.0
C 3.11697 5.99536 0.38734 0.0 0.0 0.0
C 2.93430 5.72517 1.73457 0.0 0.0 -0.1
C 2.33853 4.52640 2.09893 0.0 0.0 0.0
C 1.93435 3.61887 1.13149 0.0 0.0 -0.1
C 2.12696 3.90380 -0.21426 0.1 0.0 0.0
C 2.72297 5.10230 -0.59071 0.0 0.0 0.0
C 1.70059 2.91973 -1.28313 -0.4 0.2 -0.1
O 1.90234 3.22792 -2.47122 0.1 -0.1 0.0
O 1.11641 1.87735 -0.86201 0.1 -0.1 0.0
H 3.25154 6.43894 2.48146 0.0 0.0 0.0
H 2.18974 4.30359 3.14789 0.0 0.0 0.0
H 1.46617 2.68011 1.39444 0.0 0.0 0.0
H 2.86613 5.30876 -1.64128 0.0 0.0 0.0

No. 2
105
Properties=species:S:1:pos:R:3:forces:R:3 method="wB97M-V/def2-TZVPD" molar_mass_g_mol=864.0 charge=-2 s_squared=6.06 multiplicity=5 e_homo_ev="0.25 / -2.40"
Rh -0.09393 -0.45778 0.52607 -0.5 0.0 -0.4
C -0.73260 5.52795 -0.30900 0.0 -0.1 -0.1
C -0.34818 4.05112 -0.22720 -0.3 0.0 -0.2
S 0.58236 3.57915 1.08203 0.0 -0.1 0.1
C -0.83019 3.21507 -1.26291 0.0 0.1 -0.3
C -1.49801 3.90633 -2.45225 0.1 0.0 0.1
S -0.74687 1.52290 -1.43890 -0.1 0.2 0.3
H -0.34770 6.04525 0.56321 0.0 0.0 0.1
H -1.81825 5.66884 -0.34710 0.0 0.0 0.0
H -0.31639 6.00207 -1.20773 0.0 0.0 0.1
H -0.75706 4.47467 -3.03029 0.0 0.0 0.0
H -2.26810 4.61394 -2.14064 -0.1 0.0 0.0
H -1.94973 3.17052 -3.11212 0.0 0.0 0.0
C -4.71521 2.77334 1.98460 0.0 -0.1 0.0
C -5.36279 2.47320 0.62226 0.1 0.0 0.0
C -4.80163 3.44831 -0.42100 0.0 0.1 0.0
C -6.86848 2.69892 0.74865 -0.1 0.0 0.0
C -5.02001 1.04570 0.18176 -0.1 0.0 -0.1
C -5.98641 0.13529 -0.26506 0.1 -0.1 0.0
C -5.62218 -1.15721 -0.64324 0.0 0.0 0.1
C -4.29279 -1.53287 -0.56912 0.0 0.0 -0.1
S -3.56886 -3.09673 -0.91318 0.0 0.0 0.0
C -1.99599 -2.45146 -0.45545 -0.2 0.0 -0.1
N -2.02957 -1.13895 -0.13094 0.3 0.1 0.1
C -3.30414 -0.62437 -0.15119 0.2 0.0 0.0
C -3.68579 0.66525 0.21272 0.0 0.1 0.0
C -0.81532 -3.17146 -0.30106 0.1 0.0 -0.1
C -0.66453 -4.56097 -0.57072 0.0 0.1 0.1
C 0.47052 -5.22800 -0.15472 0.1 0.1 0.0
C 1.49339 -4.54091 0.50242 -0.1 0.0 -0.1
C 1.38693 -3.14522 0.67395 -0.1 -0.1 0.0
C 0.27950 -2.43529 0.26670 0.1 -0.1 0.0
H -4.95770 3.79554 2.29547 0.0 0.0 0.0
H -3.62823 2.67467 1.95624 -0.1 0.0 0.0
H -5.07838 2.07919 2.74732 0.0 0.0 0.0
H -4.99119 4.48745 -0.12253 0.0 -0.1 0.0
H -5.26306 3.27502 -1.39883 0.0 0.0 0.0
H -3.72406 3.30710 -0.52820 0.0 0.0 0.0
H -7.05092 3.70776 1.13321 0.0 0.0 0.0
H -7.32105 1.98319 1.44184 0.0 0.1 0.0
H -7.37546 2.61246 -0.21751 0.0 0.0 0.0
H -7.03352 0.40828 -0.29744 0.0 0.0 0.0
H -6.37817 -1.86809 -0.96180 0.0 0.0 0.0
H -2.90722 1.32466 0.56670 -0.2 0.0 -0.1
H -1.47762 -5.09560 -1.05173 0.0 0.0 0.0
H 0.56366 -6.29448 -0.32855 0.0 0.0 0.0
H 2.36694 -5.06595 0.87090 0.0 0.0 0.0
H 2.20614 -2.63811 1.16170 0.0 0.0 -0.1
C 5.44291 -2.79438 -2.02860 -0.1 0.0 0.0
C 4.20044 -2.27472 -2.79225 0.1 0.0 0.1
C 3.08427 -1.83328 -1.83764 0.1 0.1 0.1
C 3.68504 -1.03754 -0.65932 -0.1 -0.3 0.0
C 4.63479 -1.92685 0.18441 0.0 0.0 -0.1
C 5.08096 -3.17311 -0.59158 -0.1 0.1 -0.1
P 2.39371 0.01630 0.20787 -0.1 0.1 0.1
C 2.74162 1.57286 -0.75044 -0.1 -0.1 -0.1
C 4.14761 2.22941 -0.60707 -0.1 0.1 0.0
C 4.84348 2.49572 -1.94581 -0.1 0.0 0.0
C 3.96553 3.28322 -2.92848 0.0 -0.1 0.1
C 2.50523 2.77227 -2.91344 0.1 0.0 0.0
C 2.41230 1.40302 -2.24561 0.2 0.0 0.0
C 2.84393 0.34677 1.98707 -0.1 0.0 0.2
C 4.20906 0.99287 2.29332 -0.1 0.0 0.2
C 4.57279 0.88958 3.78839 0.0 0.0 0.0
C 3.32564 0.90523 4.66579 -0.1 0.0 -0.1
C 2.48148 -0.35170 4.40227 0.1 0.1 -0.1
C 2.61668 -0.84693 2.94667 0.0 0.2 0.0
H 6.21470 -2.01652 -1.99699 0.0 0.0 0.0
H 5.88342 -3.64650 -2.55226 0.0 0.0 0.0
H 3.81176 -3.05370 -3.45219 0.0 0.0 0.0
H 4.48853 -1.43362 -3.43350 0.0 0.0 0.0
H 2.53696 -2.69669 -1.46911 0.0 -0.1 0.1
H 2.35384 -1.23043 -2.37692 0.0 0.0 0.0
H 4.30625 -0.26907 -1.12146 0.1 0.1 0.0
H 4.18934 -2.22595 1.12884 0.0 0.0 0.0
H 5.52524 -1.34321 0.43764 0.0 0.0 0.0
H 4.27360 -3.91197 -0.60305 0.0 0.0 0.0
H 5.93222 -3.63464 -0.08453 0.0 0.0 0.0
H 1.99462 2.25664 -0.34338 0.0 0.1 -0.1
H 4.82174 1.63839 0.00605 0.0 -0.1 0.0
H 4.02398 3.18564 -0.08720 0.0 0.0 0.0
H 5.12923 1.54328 -2.40444 0.0 0.0 0.0
H 5.77709 3.03302 -1.75736 0.0 0.0 0.0
H 4.38730 3.18551 -3.93313 0.0 0.0 0.0
H 3.99805 4.34894 -2.68169 0.0 0.0 0.0
H 2.10014 2.73277 -3.92775 0.0 0.0 0.0
H 1.86457 3.45591 -2.34722 0.0 0.0 0.0
H 3.10859 0.71058 -2.73505 0.0 0.1 0.0
H 1.41070 1.00501 -2.36638 0.0 -0.1 0.0
H 2.04815 1.06930 2.24198 0.1 -0.1 -0.1
H 4.17595 2.04553 2.01026 0.0 0.0 0.0
H 5.00474 0.52244 1.71223 0.0 0.0 -0.1
H 5.25160 1.70686 4.04776 0.0 0.0 0.0
H 5.11999 -0.04235 3.97258 0.0 0.0 0.0
H 2.72702 1.79498 4.44028 0.0 -0.1 0.0
H 3.60092 0.96648 5.72094 0.0 0.0 0.1
H 1.43511 -0.12145 4.58479 0.0 0.0 0.1
H 2.78281 -1.15789 5.07927 0.1 0.0 0.0
H 1.70817 -1.38647 2.69729 0.0 0.0 0.0
H 3.46096 -1.53747 2.87576 0.1 0.0 0.0
O -2.17684 0.37289 3.82944 0.1 0.1 -0.1
S -0.97619 0.44767 3.02077 0.1 -0.1 0.1
O -1.27804 1.01139 1.63937 0.5 0.0 0.3
O -0.47206 -0.95097 2.65644 0.0 0.1 0.2
O 0.11171 1.21105 3.63460 -0.3 0.0 0.0